--- A ---
Molecular formula: C2H5NO2
Method: DFT, ωB97M-V with the def2-TZVPD basis set

CARTESIAN COORDINATES (ANGSTROEM)
C: -0.298 1.100 0.144
C: 1.176 -0.869 0.115
H: -0.442 1.356 1.145
H: -1.308 0.994 -0.285
H: 0.453 1.769 -0.664
H: -1.690 -0.828 -0.713
H: 1.068 -2.010 -0.031
N: -0.031 -0.279 -0.004
O: -1.173 -1.074 0.204
O: 2.245 -0.160 0.089

Computed properties:
SMILES: CN(O)C=O
M: 75.1 g/mol
Highest occupied orbital energy: -9.586 eV
HOMO-LUMO gap: 10.00 eV
LUMO level: 0.4 eV

--- B ---
Molecular formula: C2H5NO2
Method: DFT, ωB97M-V with the def2-TZVPD basis set

CARTESIAN COORDINATES (ANGSTROEM)
C: -0.396 -0.650 -0.018
C: 0.424 0.488 0.423
N: -1.655 0.103 -0.209
O: -0.945 1.438 -0.099
O: 1.424 0.767 -0.302
H: 0.068 -1.132 -0.913
H: -0.358 -1.501 0.615
H: 0.487 0.775 1.537
H: -1.915 0.019 -1.171
H: 2.081 1.493 -0.097

Computed properties:
SMILES: O[C@@H]1CNO1
M: 75.1 g/mol
Highest occupied orbital energy: -8.521 eV
HOMO-LUMO gap: 9.01 eV
LUMO level: 0.5 eV

--- C ---
Molecular formula: C2H5NO2
Method: DFT, ωB97M-V with the def2-TZVPD basis set

CARTESIAN COORDINATES (ANGSTROEM)
C: -1.040 -0.135 -0.411
C: 1.581 -0.141 0.247
N: -2.253 0.515 -0.107
O: -1.826 -0.704 0.507
O: 0.386 0.611 0.379
H: -0.781 -0.624 -1.415
H: 1.783 -1.062 0.943
H: 2.400 0.716 0.215
H: 1.697 -0.478 -0.744
H: -1.948 1.302 0.386

Computed properties:
M: 75.1 g/mol
Highest occupied orbital energy: -10.162 eV
HOMO-LUMO gap: 11.16 eV
LUMO level: 1.0 eV

Result of the stability comparison: C is the least stable of them.

--- A ---
Molecular formula: C2H5NO2
Method: DFT, ωB97M-V with the def2-TZVPD basis set

CARTESIAN COORDINATES (ANGSTROEM)
N: 1.441 0.133 -0.029
C: 0.404 -0.639 0.359
O: 0.391 -1.780 0.732
C: -1.235 0.156 -0.299
O: -1.220 1.449 0.001
H: 2.396 -0.191 0.040
H: 1.257 1.090 -0.298
H: -1.012 -0.162 -1.339
H: -1.957 -0.524 0.188
H: -0.466 0.467 0.647

Computed properties:
M: 75.1 g/mol
Highest occupied orbital energy: -9.059 eV
HOMO-LUMO gap: 9.27 eV
LUMO level: 0.2 eV

--- B ---
Molecular formula: C2H5NO2
Method: DFT, ωB97M-V with the def2-TZVPD basis set

CARTESIAN COORDINATES (ANGSTROEM)
C: -2.061 -0.229 0.443
C: 2.585 -0.273 -0.538
N: -1.319 0.822 -0.216
O: -2.607 1.035 0.208
O: 1.830 -0.442 0.377
H: -2.199 -1.105 -0.194
H: -1.747 -0.461 1.465
H: 2.619 -0.869 -1.578
H: 3.430 0.386 -0.438
H: -0.531 1.137 0.472

Computed properties:
SMILES: C1NO1.C=O
M: 75.1 g/mol
Highest occupied orbital energy: -9.494 eV
HOMO-LUMO gap: 10.14 eV
LUMO level: 0.6 eV

Result of the stability comparison: B is the least stable of them.

--- A ---
Molecular formula: CH2NO2
Method: DFT, ωB97M-V with the def2-TZVPD basis set

CARTESIAN COORDINATES (ANGSTROEM)
C: -1.141 -0.115 -0.469
N: 1.261 -0.028 0.025
O: -1.348 0.785 -1.219
O: -1.519 -0.930 0.316
H: 1.143 -0.627 0.854
H: 1.604 0.915 0.493

Computed properties:
M: 60.0 g/mol
Highest occupied orbital energy: -2.203 eV
HOMO-LUMO gap: 6.47 eV
LUMO level: 4.3 eV
Total charge: -1

--- B ---
Molecular formula: CH2NO2
Method: DFT, ωB97M-V with the def2-TZVPD basis set

CARTESIAN COORDINATES (ANGSTROEM)
C: 0.703 -0.057 -0.043
N: -0.432 0.504 -0.135
O: -1.595 -1.397 0.093
O: -0.883 1.655 -0.018
H: 1.550 0.360 0.352
H: 0.658 -1.066 -0.249

Computed properties:
M: 60.0 g/mol
Highest occupied orbital energy (alpha / beta): -3.045 / -2.427 eV
HOMO-LUMO gap (alpha / beta): 7.24 / 7.08 eV
LUMO level (alpha / beta): 4.2 / 4.7 eV
Total charge: -1

Result of the stability comparison: B is the least stable of them.